# 1
Formula: C17H20Cl2N2O8Pd
Source: OMol25
Level of theory: wB97M-V/def2-TZVPD

Geometry as ORCA input:
```
! RIJCOSX wB97M-V def2-TZVPD def2/J DEFGRID3
* xyz -2 5
C -0.080 -1.508 -3.045
C 0.777 -0.465 -3.490
C -0.009 0.696 -3.729
C 2.217 -0.605 -3.773
C -1.371 0.383 -3.421
C -1.442 -1.018 -3.068
C -2.669 -1.796 -2.845
C 0.381 -2.820 -2.589
C 0.484 1.981 -4.227
C -2.501 1.332 -3.543
Pd 0.933 1.151 0.190
Cl 2.267 1.872 -1.294
Cl 2.608 -0.339 0.845
O -0.471 2.354 -0.586
H 2.611 -1.566 -3.428
H 2.761 0.147 -3.192
H 2.409 -0.507 -4.861
H 1.246 2.318 -3.514
H -0.325 2.711 -4.285
H 0.947 1.951 -5.226
H -2.506 2.078 -2.727
H -3.477 0.826 -3.533
H -2.457 1.867 -4.508
H -3.534 -1.163 -2.716
H -2.485 -2.539 -1.796
H -2.894 -2.396 -3.744
H 1.161 -2.657 -1.829
H 0.728 -3.432 -3.432
H -0.436 -3.383 -2.079
H -1.243 1.946 -0.189
O -2.013 -3.274 -1.013
H -1.548 -2.883 -0.211
O -0.563 -1.828 2.058
C -0.379 -0.621 2.202
O -0.631 0.360 1.398
C 0.065 -0.007 3.574
C 0.868 1.130 3.637
C 1.323 1.594 4.893
C 1.030 1.010 6.129
C 0.298 -0.173 5.992
C -0.172 -0.680 4.773
N -0.097 -0.803 7.206
O 0.271 -0.290 8.277
O -0.814 -1.830 7.133
N 2.100 2.792 4.967
O 2.399 3.380 3.910
O 2.446 3.208 6.094
H 1.212 1.685 2.774
H 1.268 1.437 7.106
H -0.693 -1.631 4.736
*
```

Properties
LUMO energy (spin up / spin down) ... 3.27 / 3.28 eV
Frontier orbital gap (spin up / spin down) ... 3.55 / 5.33 eV

---

# 2
Formula: C17H20FN5OS
Source: OMol25
Level of theory: wB97M-V/def2-TZVPD

Geometry as ORCA input:
```
! RIJCOSX wB97M-V def2-TZVPD def2/J DEFGRID3
* xyz 0 1
N 4.637 0.865 -0.356
C 5.068 0.832 0.909
S 6.658 0.736 1.327
N 4.124 0.868 1.907
C 2.765 0.967 1.816
N 2.181 1.026 0.623
C 0.853 1.118 0.571
C 0.080 1.123 1.737
C 0.806 1.066 2.926
N 2.120 1.002 2.983
H 0.300 1.075 3.884
C -1.414 1.049 1.766
H -1.857 1.558 0.914
H -1.784 1.508 2.685
C -1.852 -0.429 1.743
N -1.535 -1.033 0.469
C -1.070 -2.411 0.500
C -2.175 -3.396 0.122
O -2.639 -3.179 -1.199
C -2.451 -1.853 -1.650
C -2.582 -0.835 -0.524
H -2.497 0.174 -0.939
H -3.586 -0.936 -0.075
H -3.219 -1.680 -2.409
H -1.464 -1.746 -2.122
H -3.013 -3.297 0.829
H -1.811 -4.426 0.161
H -0.244 -2.515 -0.214
H -0.684 -2.653 1.492
H -2.932 -0.478 1.965
H -1.320 -0.958 2.538
C 0.299 1.200 -0.792
C -0.549 2.238 -1.169
C -1.040 2.308 -2.460
C -0.671 1.331 -3.368
C 0.193 0.305 -3.027
C 0.683 0.253 -1.736
H 1.361 -0.534 -1.444
H 0.474 -0.427 -3.768
F -1.158 1.387 -4.622
H -1.695 3.107 -2.769
H -0.803 3.013 -0.462
H 4.487 0.834 2.852
H 5.320 0.877 -1.092
H 3.639 0.966 -0.522
*
```

Properties
LUMO energy ... 0.12 eV
Frontier orbital gap ... 8.35 eV

---

# 3
Formula: C17H20INO11P2Ru
Source: OMol25
Level of theory: wB97M-V/def2-TZVPD

Geometry as ORCA input:
```
! RIJCOSX wB97M-V def2-TZVPD def2/J DEFGRID3
* xyz -1 6
Ru -0.527 -0.076 0.025
N -3.379 -1.144 2.003
C -3.556 -1.638 0.590
C -4.860 -2.417 0.467
P -2.126 -2.752 0.215
O -2.587 -3.949 1.258
O -2.103 -3.265 -1.162
O -0.873 -2.159 0.844
P -3.745 -0.019 -0.355
O -3.690 -0.374 -1.893
O -5.067 0.493 0.065
O -2.545 0.836 0.051
H -3.450 -1.918 2.661
H -4.095 -0.430 2.168
H -2.436 -0.681 2.135
H -4.964 -3.150 1.269
H -4.843 -2.954 -0.481
H -5.708 -1.733 0.465
H -2.150 -4.750 0.930
H -2.757 -0.479 -2.208
C 0.867 1.688 -0.173
H 1.084 1.834 -1.229
H 1.760 1.580 0.433
H 0.197 2.458 0.217
I 1.902 1.498 8.779
C 1.310 1.058 6.801
C 2.244 0.551 5.912
C 1.846 0.253 4.619
C 0.529 0.455 4.222
C -0.388 0.979 5.125
C -0.002 1.284 6.421
C 0.100 0.088 2.826
O -1.128 0.221 2.536
O 0.960 -0.309 2.023
H 3.265 0.387 6.228
H 2.551 -0.138 3.899
H -1.403 1.159 4.800
H -0.715 1.690 7.125
O -0.241 -3.780 -4.576
C 0.527 -3.599 -3.496
C 1.369 -4.633 -3.089
C 2.222 -4.462 -2.016
C 2.262 -3.257 -1.328
C 1.396 -2.247 -1.702
C 0.504 -2.404 -2.753
C -0.579 -1.399 -3.069
O -1.082 -1.421 -4.200
O -0.969 -0.566 -2.164
H -0.756 -2.939 -4.682
H 1.326 -5.568 -3.634
H 2.871 -5.275 -1.716
H 2.943 -3.104 -0.502
H 1.425 -1.302 -1.164
*
```

Properties
LUMO energy (spin up / spin down) ... 1.79 / 1.43 eV
Frontier orbital gap (spin up / spin down) ... 7.14 / 7.18 eV

---

E_tot (a.u.)
-2419.2200 -1506.9062 -2617.8140
Relative energy (zero: lowest compared OMol25 entry of this formula, charge and spin) (kJ/mol)
0.0 0.0 31.3